Entry from the Open Molecules 2025 dataset: 2 unconnected molecules or ions with the total composition C4H8Cl2F2S2 at a distorted geometry (ωB97M-V/def2-TZVPD).

Summary:
* energy: -56425.671 eV
* total charge: 0
* orbital gap: 8.85 eV

```
18
C4H8Cl2F2S2 ωB97M-V/def2-TZVPD
C 1.1175 -0.5801 2.2758
C 0.1358 0.4587 1.8406
C -1.0722 -0.1453 1.0900
C 0.6902 -0.4853 -3.8489
H 2.0453 -0.1289 2.8095
H 1.3179 -1.3343 1.4612
H 0.5670 -0.9841 3.1948
H 0.7348 1.1358 1.0859
H -1.6862 1.7300 2.0269
H -1.7581 -0.7988 1.7165
H -0.8114 -0.6446 0.1573
H -1.5150 1.2186 -1.2361
F 1.1180 -0.6453 -2.6615
F -0.6441 -0.1574 -3.8366
S -0.6212 1.4510 3.1263
S -2.1317 1.1588 0.2354
Cl 1.6881 0.7294 -4.5724
Cl 0.8252 -1.9782 -4.8648
```

Entry from the Open Molecules 2025 dataset: 2 unconnected molecules or ions with the total composition C4H8Cl2N at a distorted geometry (ωB97M-V/def2-TZVPD).

Summary:
* energy: -30799.651 eV
* ⟨S²⟩: 2.0083
* total charge: +1
* orbital gap (alpha / beta): 5.25 / 8.61 eV
* relative energy (zero: lowest compared OMol25 entry of this formula, charge and spin): 287.3 kJ/mol
* spin multiplicity: 3

```
15
C4H8Cl2N ωB97M-V/def2-TZVPD
C -2.3511 1.6218 -1.6348
C -1.2880 2.3137 -1.2160
C 1.0454 -0.2360 1.5938
C 0.3810 -0.3721 0.2929
N 1.0036 -0.5809 -0.8439
Cl -0.3222 1.9401 0.2105
Cl -1.0357 3.8543 -1.9365
H -2.8121 0.6204 -1.2681
H 2.1000 -0.2299 1.7321
H 0.6470 0.5490 2.0667
H 0.8072 -1.1865 2.2224
H -0.7588 -0.5013 0.3185
H 0.6212 -0.4287 -1.7412
H 1.9708 -0.8239 -0.9439
H -3.0144 1.8290 -2.4426
```

Entry from the Open Molecules 2025 dataset: a molecular structure, C4H8Cl2S at a distorted geometry (ωB97M-V/def2-TZVPD).

Summary:
* energy: -40156.318 eV
* total charge: 0
* orbital gap: 9.09 eV
* relative energy (zero: lowest compared OMol25 entry of this formula, charge and spin): 27.8 kJ/mol

```
15
C4H8Cl2S ωB97M-V/def2-TZVPD
C 1.0252 -0.9060 -1.0256
C 0.7383 0.5920 1.0364
C -1.2121 -0.5968 0.2863
C 0.0975 -0.0690 -0.1372
S -0.5014 1.7144 -1.4268
Cl -2.2713 -1.2679 -0.9427
Cl -2.2323 0.4935 1.3640
H 0.4248 -1.3863 -1.8435
H 1.3342 -1.6706 -0.4539
H 1.9176 -0.3309 -1.4066
H 1.4453 1.3669 0.6297
H -0.1305 1.1998 1.6437
H 1.2804 -0.1235 1.6462
H -1.0367 -1.3800 0.9598
H -0.8789 2.3643 -0.3299
```

Which formula does entry 3 have? C4H8Cl2S